The following is a quantum chemistry calculation of a structure of composition C3H4N2O, from the OMol25 dataset.

Summary:
HOMO-LUMO gap (alpha / beta) = 9.010 / 7.248 eV
Net charge = 0
Strongest force on any atom = 0.1409 hartree/bohr
DFT total energy = -8195.2122 eV

Geometry (Å):
N1 1.455 -0.821 0.110
N2 0.079 -1.151 -0.158
C1 -1.335 0.980 -0.009
H1 -0.575 -1.613 0.453
H2 1.820 1.317 0.262
H3 -1.757 1.977 -0.181
C2 1.115 0.577 0.030
O1 -2.742 -0.234 0.083
C3 -0.229 0.205 -0.115
H4 2.168 -1.238 -0.475